Density functional theory data (ωB97M-V/def2-TZVPD) for a gas-phase ion, C7H14N (charge +1) at a distorted geometry.

* total charge: +1
* E_HOMO: -13.914 eV
* LUMO: -4.170 eV
* gap between HOMO and LUMO: 9.74 eV
* electronic energy: -329.55913 Ha
* SMILES: C=C(C)C/C(C)=[NH+]\C
* ΔE to the lowest compared entry with this formula, charge and spin: 127.07 kJ/mol

Bonds (Å) are listed after each position.
CARTESIAN COORDINATES (ANGSTROEM)
1 C -0.92241 -1.14193 1.19677  C2 1.304, H9 1.101, H10 1.081
2 C -0.90032 0.08718 0.76117  C1 1.304, C3 1.557, C4 1.493
3 C -1.45772 1.24409 1.64095  C2 1.557, H11 1.078, H12 1.066, H13 1.018
4 C -0.60115 0.71126 -0.56153  C2 1.493, C5 1.491, H14 1.061, H15 1.059
5 C 0.31808 -0.33268 -1.09710  C4 1.491, C6 1.465, N7 1.310
6 C -0.23320 -1.19059 -2.14955  C5 1.465, H16 1.039, H17 1.072, H18 1.157
7 N 1.58062 -0.31714 -0.74946  C5 1.310, C8 1.479, H19 1.000
8 C 2.26477 0.43261 0.32584  N7 1.479, H20 1.165, H21 1.067, H22 1.053
9 H -1.37433 -1.25412 2.19497  C1 1.101
10 H -0.61589 -2.09272 0.78255  C1 1.081
11 H -2.22198 1.72942 1.05543  C3 1.078
12 H -0.64640 1.89560 1.87253  C3 1.066
13 H -1.82861 0.99090 2.55406  C3 1.018
14 H -1.52941 0.87079 -1.05100  C4 1.061
15 H -0.04457 1.58102 -0.32458  C4 1.059
16 H -0.17357 -1.03023 -3.17484  C6 1.039
17 H -1.28511 -1.06796 -1.98606  C6 1.072
18 H 0.05838 -2.27849 -1.88304  C6 1.157
19 H 2.05595 -1.11682 -1.11532  N7 1.000
20 H 2.93020 1.33089 -0.00200  C8 1.165
21 H 1.46184 0.73614 0.96010  C8 1.067
22 H 2.87238 -0.26648 0.82720  C8 1.053

What are the Mulliken partial charges on each atom? They are as follows, in elementary charge units: -1.040, 1.063, -1.512, -1.085, 0.431, -1.205, -0.055, -0.688, 0.295, 0.302, 0.359, 0.335, 0.505, 0.553, 0.457, 0.393, 0.345, 0.355, 0.317, 0.261, 0.243, 0.369